The following is a DFT calculation (ωB97M-V/def2-TZVPD) of C50H45BrCl3F3N9O4S2Zr as an isolated structure at a distorted geometry.

The frontier orbital gap is 7.054 eV. As for the energy relative to the best compared isomer or geometry (same formula, charge and spin): 167.82 kJ/mol. As for the net charge: +1.

Last column: Löwdin charge in e.
Atoms and positions in Å:
Zr: -0.25282 0.42454 -0.13774  1.56
F: 1.22558 0.43778 6.27498  0.13
C: 1.23308 -0.56887 5.37151  -0.61
F: -0.01227 -0.69007 4.92763  0.10
F: 1.51157 -1.68958 6.06768  0.14
C: 2.31128 -0.31724 4.33620  -0.13
C: 3.58300 -0.24915 4.88383  -0.01
C: 4.68004 -0.02621 4.07102  -0.05
C: 4.42714 0.15918 2.72503  -0.16
N: 3.21608 0.12817 2.18285  0.05
C: 2.15576 -0.14333 2.94662  -0.62
S: 0.58153 -0.41287 2.19885  0.67
H: 3.70742 -0.38712 5.94904  0.13
H: 5.68428 0.00487 4.46559  0.11
H: 5.24749 0.33371 2.03518  0.11
Br: -4.36228 1.61741 -5.74966  0.79
C: -3.82553 3.23915 -4.94405  -0.66
C: -4.07851 3.43829 -3.59344  -0.18
C: -3.65172 4.60563 -2.98609  -0.01
C: -2.98096 5.56700 -3.73550  -0.29
C: -2.80608 5.39419 -5.10224  -0.03
C: -3.20710 4.21564 -5.71167  -0.11
N: -2.49676 6.80654 -3.19604  0.09
N: -1.91851 6.82529 -2.11323  0.09
C: -1.65182 5.59311 -1.42858  -0.25
C: -2.02449 5.51744 -0.11217  -0.02
C: -1.82963 4.34981 0.65650  0.02
C: -1.22637 3.25408 0.08748  -0.33
O: -0.93886 2.12607 0.73643  -0.28
C: -0.80598 3.33656 -1.27108  -0.17
N: -0.19886 2.22221 -1.75076  0.02
C: 0.29629 2.23183 -2.96598  -0.09
C: 0.24115 3.37742 -3.78431  0.00
C: -0.37710 4.50494 -3.31668  0.01
C: -0.95823 4.50593 -2.02751  -0.11
H: -4.60397 2.68297 -3.02093  -0.03
H: -3.84852 4.76524 -1.93586  0.12
H: -2.34508 6.18605 -5.67595  0.12
H: -3.05795 4.06467 -6.77081  0.11
H: -2.50515 6.37802 0.33280  0.12
H: -2.13746 4.31361 1.69207  0.12
H: 0.78030 1.32086 -3.29975  0.12
H: 0.68993 3.35351 -4.76629  0.12
H: -0.40536 5.40092 -3.92416  0.12
C: -0.02348 -1.80621 -5.43067  -0.01
C: 0.07157 -1.57586 -3.95395  -0.28
N: 1.09872 -1.85027 -3.24660  0.05
O: 2.14655 -2.37962 -3.99377  -0.03
C: -1.06685 -0.98296 -3.21790  -0.26
C: -2.43096 -0.95107 -3.83581  -0.02
N: -0.83901 -0.46737 -2.07056  -0.13
O: -1.85030 0.10444 -1.37615  -0.33
H: 0.92269 -1.55432 -5.90420  0.08
H: -0.81741 -1.21609 -5.87789  0.08
H: -0.21511 -2.85874 -5.64110  0.10
H: 2.85655 -2.48136 -3.34487  0.09
H: -2.59565 -1.82806 -4.45854  0.09
H: -2.54300 -0.06634 -4.46786  0.03
H: -3.18954 -0.89883 -3.05826  0.08
C: 3.49365 3.31690 1.69548  0.02
N: 3.15150 3.96523 0.40323  -0.18
C: 2.49906 5.28344 0.62440  0.02
C: 2.25841 3.08938 -0.44024  -0.09
C: 2.82307 1.72414 -0.76769  -0.26
C: 4.16550 1.59489 -1.11892  -0.07
C: 4.71341 0.34401 -1.35244  -0.08
C: 3.90989 -0.78071 -1.22289  -0.09
C: 2.56965 -0.63456 -0.89641  -0.17
C: 1.97687 0.61094 -0.66308  -0.24
H: 4.05796 4.02354 2.30029  0.11
H: 4.06479 2.42158 1.48685  0.07
H: 2.56143 3.04014 2.18122  0.12
H: 4.01794 4.12410 -0.11506  0.17
H: 1.61891 5.11763 1.24193  0.11
H: 2.20384 5.69529 -0.33701  0.11
H: 3.19697 5.94566 1.12875  0.11
H: 2.04242 3.68318 -1.33528  0.13
H: 1.34758 3.00014 0.15480  0.11
H: 4.80993 2.46503 -1.22503  0.11
H: 5.75646 0.24880 -1.61912  0.11
H: 4.33672 -1.76709 -1.35053  0.11
H: 1.98053 -1.54102 -0.76957  0.09
Cl: -6.46726 2.07923 -3.12808  0.78
C: -6.33995 1.15015 -1.66880  -0.59
C: -5.53935 1.60036 -0.63712  -0.07
C: -5.45955 0.84620 0.52170  -0.03
C: -6.16000 -0.34332 0.68278  -0.18
C: -6.10514 -1.13216 1.97217  -0.29
C: -4.83427 -0.87624 2.77648  -0.06
N: -3.67690 -1.28584 2.00697  -0.04
C: -3.38136 -2.54746 1.54700  -0.02
C: -2.19608 -2.44093 0.88771  -0.09
N: -1.77194 -1.13715 0.93216  -0.13
C: -2.68091 -0.47951 1.61884  -0.18
O: -7.27113 -0.97438 2.76671  -0.08
C: -7.57669 0.34334 3.20704  -0.14
C: -6.85993 0.69737 4.47607  -0.33
C: -6.02213 1.75453 4.66027  -0.98
Cl: -5.57468 2.93484 3.48610  0.67
S: -5.34300 1.82131 6.23112  1.01
C: -6.18922 0.40199 6.68259  -0.39
C: -6.95186 -0.08108 5.66930  -0.13
C: -6.94881 -0.76996 -0.38787  -0.56
Cl: -7.84292 -2.25460 -0.29848  0.75
C: -7.04735 -0.03787 -1.56114  -0.11
H: -4.99140 2.52531 -0.73557  0.10
H: -4.83254 1.20838 1.32450  0.07
H: -6.11867 -2.19523 1.71340  0.12
H: -4.89069 -1.43448 3.71454  0.15
H: -4.69253 0.17364 3.03094  0.10
H: -4.01379 -3.39310 1.73964  0.13
H: -1.62448 -3.21058 0.40167  0.12
H: -2.63868 0.57350 1.85575  0.13
H: -8.65444 0.33503 3.38110  0.14
H: -7.37416 1.08187 2.42655  0.11
H: -6.08340 0.01084 7.67822  0.07
H: -7.56241 -0.96594 5.74599  0.12
H: -7.66471 -0.38846 -2.37418  0.11

Force components x, y, z for each atom (eV/Å):
0.5 -0.2 1.0
0.0 0.1 0.0
0.0 0.0 -0.1
-0.1 0.0 0.0
0.0 -0.1 0.0
0.0 0.0 0.2
0.1 0.0 -0.1
-0.1 0.0 0.0
0.1 0.0 0.0
0.0 -0.1 -0.1
-0.2 0.0 -0.1
0.1 -0.1 -0.1
0.0 0.0 0.0
0.0 0.0 0.0
0.0 0.0 0.0
0.0 0.0 -0.3
0.1 0.2 0.1
0.9 0.1 0.1
-0.3 0.1 -0.3
-0.4 0.1 -0.3
-0.1 -0.1 0.1
-0.1 -0.1 0.0
-0.4 0.0 -0.6
0.4 0.0 0.5
0.3 0.1 0.6
0.1 -0.1 -0.1
0.1 -0.1 -0.1
-0.1 0.1 0.1
-0.2 0.2 -0.1
0.0 0.0 -0.1
0.2 0.1 0.0
-0.1 0.1 0.0
-0.1 0.0 0.1
0.2 0.0 0.0
0.2 0.0 0.0
1.2 0.6 -0.3
0.0 0.0 0.0
0.0 0.0 0.0
0.0 0.0 0.0
0.0 0.0 0.0
0.0 0.0 0.0
0.0 0.0 0.0
0.0 0.0 0.0
0.0 -0.1 0.1
0.1 0.0 0.0
0.4 -0.1 0.0
0.1 -0.2 -0.2
-0.3 0.2 0.1
-0.3 0.1 0.1
0.1 0.0 0.1
-0.1 -0.1 -0.2
-0.7 -0.1 -0.8
0.0 0.0 0.0
0.0 0.0 0.0
0.0 -0.1 0.0
-0.2 0.1 0.0
0.0 0.0 0.0
0.0 0.0 0.0
0.0 0.0 0.0
0.1 0.0 0.0
0.1 0.0 -0.2
0.0 0.0 0.0
-0.1 0.0 -0.1
-0.1 0.0 0.2
0.0 0.0 -0.1
0.0 0.0 0.0
-0.1 0.1 0.0
0.1 -0.1 0.1
0.1 -0.1 -0.1
0.0 0.0 0.0
0.0 -0.1 0.0
0.0 0.0 0.1
-0.1 -0.1 0.1
0.0 0.0 0.0
0.0 0.1 0.0
0.0 0.0 0.0
0.0 0.0 0.1
0.1 0.0 -0.1
0.0 0.0 0.0
0.0 0.0 0.0
0.0 -0.1 0.0
0.0 0.1 -0.1
-2.1 -0.8 0.3
-0.2 -0.1 0.0
0.0 0.0 0.0
0.0 0.0 -0.1
-0.1 0.0 -0.1
-0.2 -0.1 0.0
0.0 -0.1 0.2
0.2 -0.2 0.1
0.1 0.0 0.0
0.0 0.0 -0.1
0.1 0.3 0.0
0.0 0.0 0.0
0.1 -0.1 -0.1
-0.1 0.1 0.0
0.0 0.0 0.0
0.0 0.0 0.0
0.0 0.0 0.0
0.0 0.0 0.0
0.0 0.0 -0.1
0.1 0.1 0.0
0.0 0.0 -0.1
0.0 0.1 0.1
0.1 0.0 0.1
0.0 0.1 0.1
-0.1 0.1 -0.1
0.0 0.1 0.0
0.0 0.0 -0.1
-0.1 -0.1 0.0
0.0 -0.1 0.0
0.0 0.0 0.0
0.0 -0.1 0.0
0.0 0.0 0.0
0.0 0.0 0.0
0.0 0.0 0.1
-0.1 -0.1 0.0
0.0 0.0 0.0